Computed, not measured: C34H30MnN4O4P2 as an isolated structure in a non-equilibrium geometry, with ωB97M-V/def2-TZVPD.

Electronic energy in Ha: -3667.2960
Expectation value of S²: 8.757
Lowest unoccupied orbital energy (spin up / spin down) in eV: 0.2 / 0.1
Multiplicity: 6
Orbital gap (spin up / spin down) in Eh: 0.2812 / 0.2809
Maximum force in eV/A: 2.9
Energy relative to the best compared isomer or geometry (same formula, charge and spin) in kJ/mol: 96.34

```
75
Properties=species:S:1:pos:R:3:mulliken_spin:R:1
Mn 0.434 -0.944 0.100 4.80
C 2.421 2.448 1.609 -0.01
N 1.839 2.111 0.302 0.04
P 2.197 0.564 -0.362 -0.03
C 3.059 1.084 -1.898 -0.06
C 3.062 0.206 -2.974 0.00
C 3.725 0.542 -4.139 0.01
C 4.396 1.751 -4.231 0.00
C 4.408 2.619 -3.150 0.00
C 3.743 2.288 -1.984 0.00
C 3.766 -0.095 0.338 -0.03
C 3.840 -1.486 0.258 0.00
C 5.038 -2.146 0.453 0.02
C 6.174 -1.422 0.776 0.00
C 6.105 -0.041 0.884 0.00
C 4.917 0.626 0.640 0.00
P 0.114 2.540 0.412 0.00
C 0.466 4.349 0.248 0.00
C 1.228 4.827 -0.812 0.00
C 1.496 6.179 -0.917 0.00
C 0.994 7.061 0.030 0.00
C 0.213 6.592 1.072 0.00
C -0.050 5.237 1.180 0.00
C -0.612 2.418 -1.262 0.03
C -1.854 3.052 -1.289 0.00
C -2.639 3.035 -2.422 0.00
C -2.189 2.373 -3.554 0.00
C -0.961 1.738 -3.533 0.01
C -0.173 1.751 -2.393 0.04
H 2.638 1.561 2.208 0.00
H 1.725 3.077 2.174 0.00
H 3.338 3.023 1.463 0.00
H 2.515 -0.726 -2.888 0.01
H 3.712 -0.136 -4.979 0.00
H 4.904 2.019 -5.146 0.00
H 4.934 3.560 -3.210 0.00
H 3.731 2.968 -1.147 0.00
H 2.937 -2.050 0.025 -0.02
H 5.085 -3.220 0.336 0.00
H 7.114 -1.933 0.928 0.00
H 6.988 0.530 1.129 0.00
H 4.900 1.704 0.679 0.00
H 1.609 4.128 -1.545 0.00
H 2.096 6.545 -1.738 0.00
H 1.210 8.116 -0.052 0.00
H -0.187 7.282 1.802 0.00
H -0.658 4.859 1.993 0.00
H -2.194 3.559 -0.394 0.00
H -3.599 3.529 -2.420 0.00
H -2.803 2.348 -4.441 0.00
H -0.611 1.215 -4.412 0.00
H 0.778 1.240 -2.404 -0.04
O -1.260 -0.022 0.056 0.08
C -2.278 0.067 0.839 0.01
C -3.565 0.223 0.278 0.02
C -4.687 0.283 1.061 0.00
C -4.576 0.220 2.449 0.01
C -3.334 0.088 3.032 -0.01
C -2.166 0.014 2.265 0.03
C -0.878 -0.169 2.905 0.03
N 0.292 -0.448 2.331 -0.01
C 1.216 -0.557 3.327 0.02
C 0.617 -0.336 4.529 0.00
N -0.696 -0.094 4.250 0.00
H -3.621 0.255 -0.800 0.00
H -5.659 0.364 0.598 0.00
H -5.457 0.256 3.071 0.00
H -3.278 0.017 4.111 0.00
H 2.239 -0.800 3.104 0.00
H 0.999 -0.328 5.529 0.00
H -1.400 0.154 4.923 0.00
O 0.606 -3.086 1.063 0.04
N 0.578 -3.656 -0.050 -0.03
O 0.661 -4.847 -0.166 0.01
O 0.479 -2.897 -1.052 0.03
```

Computed, not measured: C14H21BrCl2N3O2ReS as an isolated structure in a non-equilibrium geometry, with ωB97M-V/def2-TZVPD.

Electronic energy in Ha: -4830.6692
Charge: +3
Expectation value of S²: 0.755
Lowest unoccupied orbital energy (spin up / spin down) in eV: -12.7 / -12.3
Multiplicity: 2
Orbital gap (spin up / spin down) in Eh: 0.2341 / 0.2470
Maximum force in eV/A: 1.0

```
45
Properties=species:S:1:pos:R:3:mulliken_spin:R:1
Re -0.244 0.557 0.328 0.95
C 0.262 -2.465 0.701 0.01
C -1.247 -2.245 0.777 0.01
N -1.590 -0.851 1.258 0.01
C -1.779 -0.680 2.731 0.02
C -0.442 -0.776 3.456 0.00
S 0.733 0.333 2.608 -0.02
C 2.197 -0.707 2.260 0.00
C 2.292 -1.018 0.767 0.00
N 0.946 -1.242 0.156 0.00
H 0.679 -2.691 1.679 0.00
H 0.477 -3.323 0.067 0.00
H -1.698 -2.359 -0.210 0.00
H -1.708 -2.981 1.437 0.00
H -2.498 -0.634 0.837 0.00
H -2.226 0.302 2.886 -0.01
H -2.478 -1.432 3.099 0.00
H -0.539 -0.428 4.483 0.00
H -0.039 -1.786 3.475 0.00
H 3.064 -0.137 2.587 0.00
H 2.135 -1.595 2.888 0.00
H 2.760 -0.189 0.234 0.00
H 2.913 -1.903 0.616 0.00
H 1.095 -1.417 -0.836 0.01
C -4.699 2.654 -1.851 0.00
C -3.541 1.745 -2.131 0.00
C -3.285 1.224 -3.407 0.00
C -2.200 0.385 -3.615 0.00
C -1.369 0.076 -2.562 0.00
Br 0.073 -1.074 -2.917 0.00
N -1.559 0.589 -1.322 0.01
C -2.654 1.394 -1.143 0.00
H -5.496 2.501 -2.576 0.00
H -4.386 3.697 -1.923 0.00
H -5.105 2.495 -0.853 0.00
H -3.938 1.469 -4.237 0.00
H -1.997 -0.033 -4.592 0.00
H -2.793 1.774 -0.137 0.00
Cl 1.586 4.866 -0.405 0.00
C 0.610 4.353 0.946 0.00
Cl 1.497 4.229 2.476 0.00
C 0.156 2.945 0.747 0.02
O -0.975 2.505 0.984 -0.01
O 1.014 2.014 0.313 -0.02
H -0.241 5.012 1.080 0.00
```

Computed, not measured: one molecule with the formula C6H5N3OS in a non-equilibrium geometry, with ωB97M-V/def2-TZVPD.

Electronic energy in Ha: -869.2372
Lowest unoccupied orbital energy in eV: 0.4
SMILES string: Nc1nnc(-c2ccco2)s1
Orbital gap in Eh: 0.3136
Maximum force in eV/A: 6.8
Energy relative to the best compared isomer or geometry (same formula, charge and spin) in kJ/mol: 169.97

```
16
Properties=species:S:1:pos:R:3:mulliken_charge:R:1
C 2.468 0.072 -0.011 0.50
C 0.134 0.242 -0.122 0.02
C -1.334 0.194 0.009 0.42
C -2.311 1.061 0.270 -0.23
C -3.504 0.468 0.194 -0.51
C -3.310 -0.758 -0.210 -0.21
H 4.309 0.617 -0.242 0.32
H 4.021 -1.269 -0.058 0.23
H -2.224 2.162 0.500 0.36
H -4.387 0.844 0.316 0.60
H -3.955 -1.813 -0.342 0.26
N 3.772 -0.299 0.093 -0.49
N 2.094 1.256 -0.184 -0.47
N 0.735 1.482 -0.185 -0.31
O -1.954 -1.005 -0.258 -0.28
S 1.176 -1.078 0.190 -0.20
```

Computed, not measured: a 2-piece molecular cluster, C3H5O3 overall in a non-equilibrium geometry, with ωB97M-V/def2-TZVPD.

Electronic energy in Ha: -343.0740
Charge: -1
Lowest unoccupied orbital energy in eV: 3.9
Orbital gap in Eh: 0.2942
Maximum force in eV/A: 1.7
Energy relative to the best compared isomer or geometry (same formula, charge and spin) in kJ/mol: 37.07

```
11
Properties=species:S:1:pos:R:3:mulliken_charge:R:1
O 2.031 1.077 2.431 -0.51
C 1.259 0.342 1.858 0.14
C 0.649 0.509 0.511 -0.75
H 1.126 -0.646 2.317 0.33
H -0.327 0.032 0.466 0.25
H 0.513 1.568 0.262 0.25
H 1.171 0.110 -0.362 0.28
O -0.514 -1.295 -1.591 -0.65
C -1.600 -0.738 -1.847 -0.07
O -2.188 0.193 -1.273 -0.65
H -2.119 -1.152 -2.771 0.38
```

Computed, not measured: a 6-piece molecular cluster, C4H22NO5 overall in a non-equilibrium geometry, with ωB97M-V/def2-TZVPD.

Electronic energy in Ha: -596.3228
Charge: +1
Lowest unoccupied orbital energy in eV: -2.7
Orbital gap in Eh: 0.4249
Maximum force in eV/A: 2.6
Energy relative to the best compared isomer or geometry (same formula, charge and spin) in kJ/mol: 77.25

```
32
Properties=species:S:1:pos:R:3:mulliken_charge:R:1
C -1.382 1.292 -1.136 -0.74
C -0.689 2.515 -0.542 -0.30
C -1.203 3.065 0.812 -0.58
C -0.425 2.538 2.015 -0.98
N -1.137 0.044 -0.351 -0.03
H -2.498 1.536 -1.172 0.46
H -1.055 1.266 -2.187 0.32
H 0.431 2.315 -0.377 0.20
H -1.093 3.321 -1.198 0.28
H -1.310 4.188 0.844 0.39
H -2.291 2.721 0.841 0.27
H -0.712 1.480 2.204 0.20
H -0.766 3.145 2.861 0.35
H 0.669 2.584 1.848 0.29
H -1.249 0.146 0.667 0.23
H -0.130 -0.208 -0.510 0.31
H -1.678 -0.785 -0.519 0.41
H 1.771 -2.100 0.065 0.42
H 2.239 -3.468 0.565 0.35
O 2.116 -2.576 0.871 -0.72
H -2.048 -3.469 0.656 0.31
H -0.993 -2.181 1.034 0.45
O -1.574 -2.618 0.376 -0.71
H 2.184 -0.503 -1.225 0.29
H 1.275 -1.543 -1.863 0.33
O 1.350 -0.961 -1.093 -0.81
H 0.250 -1.303 2.813 0.30
H 0.940 -1.761 1.650 0.35
O 0.105 -1.297 1.886 -0.63
H 2.575 -3.094 -3.431 0.30
H 3.626 -2.089 -3.256 0.30
O 2.701 -2.201 -3.145 -0.61
```

Computed, not measured: a 5-piece molecular cluster, C15H41NO6 overall in a non-equilibrium geometry, with ωB97M-V/def2-TZVPD.

Electronic energy in Ha: -1102.2029
Lowest unoccupied orbital energy in eV: 0.6
SMILES string: COCCNCCOC.CC(C)O.CC(C)O.CC(C)O.O
Orbital gap in Eh: 0.3617
Maximum force in eV/A: 2.6
Energy relative to the best compared isomer or geometry (same formula, charge and spin) in kJ/mol: 121.67

```
63
Properties=species:S:1:pos:R:3:mulliken_charge:R:1
O 5.879 -12.738 -11.050 -0.75
H 5.244 -12.322 -10.467 0.42
H 6.549 -12.069 -11.192 0.23
C 4.968 -6.942 -8.501 -0.79
O 4.715 -8.332 -8.286 -0.29
C 5.860 -9.172 -8.347 -0.40
C 5.373 -10.693 -8.124 -0.99
N 4.402 -11.296 -9.067 -0.12
C 3.163 -10.564 -9.080 -0.32
C 2.020 -11.317 -9.789 -1.11
O 1.574 -12.354 -8.888 -0.38
C 0.366 -12.991 -9.308 -0.75
H 5.347 -6.389 -7.641 0.27
H 4.057 -6.439 -8.826 0.26
H 5.733 -6.892 -9.276 0.32
H 6.447 -8.884 -7.475 0.41
H 6.518 -9.028 -9.204 0.26
H 5.233 -10.877 -7.059 0.38
H 6.268 -11.297 -8.274 0.43
H 4.049 -12.193 -8.766 0.25
H 3.325 -9.667 -9.678 0.10
H 2.814 -10.246 -8.097 0.46
H 2.275 -11.520 -10.829 0.35
H 1.148 -10.698 -10.005 0.62
H -0.019 -13.618 -8.503 0.29
H 0.657 -13.729 -10.055 0.26
H -0.360 -12.342 -9.797 0.29
C 5.508 -16.467 -12.893 -1.27
C 4.369 -15.598 -12.375 0.54
C 4.211 -15.602 -10.864 -1.19
O 4.523 -14.270 -12.781 -0.44
H 6.434 -16.017 -12.533 0.25
H 5.607 -16.384 -13.975 0.32
H 5.355 -17.486 -12.538 0.38
H 3.439 -15.946 -12.825 0.32
H 3.636 -14.792 -10.416 0.16
H 5.181 -15.521 -10.374 0.31
H 3.770 -16.541 -10.528 0.42
H 5.159 -13.930 -12.148 0.35
C 9.845 -10.653 -12.338 -1.65
C 8.366 -10.396 -12.349 0.87
C 7.707 -11.299 -13.385 -1.51
O 7.773 -10.666 -11.112 -0.39
H 10.320 -10.240 -13.228 0.41
H 9.967 -11.736 -12.360 0.40
H 10.326 -10.180 -11.482 0.46
H 8.165 -9.351 -12.583 0.15
H 6.625 -11.212 -13.489 0.17
H 7.924 -12.360 -13.264 0.42
H 8.134 -11.001 -14.343 0.46
H 8.520 -10.831 -10.533 0.22
C 4.776 -8.057 -12.217 -1.00
C 4.192 -8.859 -13.357 0.58
C 3.674 -10.216 -12.833 -1.09
O 3.186 -8.106 -14.190 -0.59
H 4.022 -7.785 -11.479 0.27
H 5.169 -7.093 -12.541 0.49
H 5.645 -8.564 -11.797 0.02
H 5.061 -9.064 -13.982 0.08
H 3.620 -10.969 -13.619 0.46
H 2.702 -9.981 -12.399 0.62
H 4.342 -10.680 -12.108 -0.04
H 2.539 -8.711 -14.560 0.32
```

- electronic energy of number 5 (C4H22NO5)?
  -596.3228 Ha

- electronic energy of number 5 (C4H22NO5)?
  -596.3228 Ha

- The lowest maximum force belongs to which entry?
  C14H21BrCl2N3O2ReS

- The lowest maximum force belongs to which entry?
  C14H21BrCl2N3O2ReS